one) C3H6FNS | the ωB97M-V functional and the def2-TZVPD basis

Properties
SMILES   C=NSCCF
Total charge   0
Multiplicity   1
E_HOMO   -8.8 eV
Molar mass   107.2 g mol⁻¹

Each line ends with the natural charge from an NBO analysis.
Cartesian coordinates (Å):
C  -2.49  -0.97  0.23  -0.046
N  -1.31  -0.67  -0.18  -0.573
S  -0.87  0.96  -0.22  0.350
C  0.79  0.67  0.55  -0.547
C  1.52  -0.43  -0.32  0.044
F  2.85  -0.53  0.08  -0.376
H  -3.27  -0.27  0.34  0.154
H  -2.70  -1.98  0.36  0.172
H  0.56  0.49  1.65  0.225
H  1.22  1.64  0.51  0.225
H  1.07  -1.38  -0.19  0.195
H  1.60  -0.01  -1.37  0.176


two) C3H6FNS | the ωB97M-V functional and the def2-TZVPD basis

Properties
SMILES   NC(=S)CCF
Total charge   0
Multiplicity   1
E_HOMO   -8.7 eV
Molar mass   107.2 g mol⁻¹

Each line ends with the natural charge from an NBO analysis.
Cartesian coordinates (Å):
N  -1.91  1.03  -0.13  -0.788
C  -1.01  0.04  0.12  0.164
S  -1.42  -1.63  -0.04  -0.173
C  0.43  0.28  0.48  -0.569
C  1.40  -0.87  -0.01  0.035
F  2.66  -0.25  -0.34  -0.395
H  -2.75  0.81  -0.95  0.430
H  -1.39  1.97  -0.61  0.385
H  0.61  0.48  1.56  0.258
H  0.95  1.15  0.07  0.242
H  0.75  -1.23  -0.99  0.207
H  1.67  -1.77  0.84  0.204


three) C3H6FNS | the ωB97M-V functional and the def2-TZVPD basis

Properties
SMILES   N[C@H]1[C@@H](F)[C@H]1S
Total charge   0
Multiplicity   1
E_HOMO   -8.7 eV
Molar mass   107.2 g mol⁻¹

Each line ends with the natural charge from an NBO analysis.
Cartesian coordinates (Å):
N  -0.57  1.20  -0.69  -0.842
C  -0.54  0.29  0.44  -0.097
C  -0.38  -1.17  0.23  0.174
F  -0.48  -1.51  -1.10  -0.346
C  0.81  -0.38  0.63  -0.415
S  2.27  -0.19  -0.40  -0.016
H  -0.83  2.17  -0.56  0.384
H  -1.25  0.76  -1.32  0.375
H  -1.08  0.58  1.34  0.201
H  -0.77  -1.94  0.90  0.187
H  1.15  -0.54  1.70  0.234
H  1.66  0.73  -1.19  0.161


Relative energies, unit hartree: one) 0.0056; two) 0.0338; three) 0.0000


one) C3H11NO4 | the ωB97M-V functional and the def2-TZVPD basis

Properties
SMILES   CC(=O)NCO.O.O
Total charge   0
Multiplicity   1
E_HOMO   -10.3 eV
Molar mass   125.1 g mol⁻¹

Each line ends with the natural charge from an NBO analysis.
Cartesian coordinates (Å):
C  1.53  -0.94  -0.41  -0.746
C  0.20  -0.41  0.20  0.710
O  -0.99  -0.81  -0.01  -0.657
N  0.29  0.61  1.18  -0.647
C  1.40  1.46  1.22  0.075
O  1.74  2.01  0.00  -0.720
H  2.47  -0.98  0.15  0.244
H  1.78  -0.34  -1.26  0.251
H  1.37  -2.01  -0.82  0.254
H  -0.59  0.89  1.38  0.412
H  2.37  0.89  1.32  0.181
H  1.26  2.34  1.91  0.182
H  0.99  2.48  -0.32  0.456
O  -2.89  1.12  1.15  -0.935
H  -2.76  0.42  0.60  0.481
H  -2.69  1.94  0.52  0.459
O  -0.81  -3.04  -2.69  -0.942
H  -1.03  -2.38  -2.05  0.479
H  -0.41  -2.51  -3.42  0.462


two) C3H11NO4 | the ωB97M-V functional and the def2-TZVPD basis

Properties
Total charge   0
Multiplicity   1
E_HOMO   -9.7 eV
Molar mass   125.1 g mol⁻¹

Each line ends with the natural charge from an NBO analysis.
Cartesian coordinates (Å):
H  1.85  0.10  0.05  0.466
O  2.03  1.33  -0.24  -0.973
N  1.16  -0.83  -0.25  -0.764
H  2.39  1.85  0.53  0.495
H  1.76  -1.61  -0.48  0.403
H  0.71  -0.49  -1.09  0.427
C  0.15  -1.12  0.82  -0.164
H  0.68  -1.14  1.77  0.211
C  -0.94  0.07  0.78  0.777
O  -2.05  -0.15  1.24  -0.627
O  -0.52  1.20  0.27  -0.805
H  0.90  1.30  -0.03  0.507
C  -0.52  -2.45  0.61  -0.632
H  0.21  -3.23  0.37  0.199
H  -1.22  -2.70  1.41  0.255
H  -1.23  -2.42  -0.23  0.225
O  -0.23  1.62  -2.51  -0.959
H  0.45  2.07  -2.02  0.465
H  -0.92  1.54  -1.78  0.494


Relative energies, unit hartree: one) 0.0134; two) 0.0000


one) C3H11NO4 | the ωB97M-V functional and the def2-TZVPD basis

Properties
SMILES   O=CNCCO.O.O
Total charge   0
Multiplicity   1
E_HOMO   -9.9 eV
Molar mass   125.1 g mol⁻¹

Each line ends with the natural charge from an NBO analysis.
Cartesian coordinates (Å):
O  2.10  -0.67  0.05  -0.663
C  1.21  -0.67  0.89  0.548
N  -0.08  -0.83  0.61  -0.617
C  -1.15  -0.63  1.53  -0.244
C  -1.82  0.77  1.43  -0.072
O  -0.87  1.78  1.23  -0.708
H  1.41  -0.51  1.96  0.124
H  -0.35  -0.88  -0.38  0.433
H  -1.93  -1.36  1.33  0.203
H  -0.81  -0.75  2.55  0.202
H  -2.61  0.81  0.68  0.164
H  -2.21  0.95  2.43  0.180
H  -0.48  1.62  0.36  0.473
O  1.34  0.79  -2.08  -1.001
H  1.66  0.11  -1.44  0.503
H  2.14  1.10  -2.52  0.480
O  -0.82  -0.85  -2.44  -0.986
H  -0.07  -0.27  -2.68  0.508
H  -0.72  -1.66  -2.95  0.474


two) C3H11NO4 | the ωB97M-V functional and the def2-TZVPD basis

Properties
SMILES   N[C@H](C=O)CO.O.O
Total charge   0
Multiplicity   1
E_HOMO   -9.2 eV
Molar mass   125.1 g mol⁻¹

Each line ends with the natural charge from an NBO analysis.
Cartesian coordinates (Å):
N  0.98  -0.80  0.10  -0.870
C  0.01  -0.16  0.95  -0.172
C  -1.37  -0.80  0.72  0.442
O  -1.52  -1.78  0.04  -0.547
C  -0.06  1.39  0.77  -0.056
O  -1.34  1.73  0.22  -0.738
H  1.93  -0.51  0.07  0.382
H  0.65  -1.14  -0.81  0.386
H  0.12  -0.36  2.06  0.199
H  -2.24  -0.54  1.31  0.142
H  -0.09  1.80  1.78  0.185
H  0.74  1.74  0.12  0.157
H  -1.42  1.67  -0.74  0.490
O  1.23  -4.24  -0.36  -0.970
H  1.02  -4.82  0.38  0.478
H  0.65  -3.48  -0.47  0.491
O  -0.13  3.35  -1.98  -0.945
H  0.19  3.96  -2.64  0.478
H  0.64  2.99  -1.52  0.468


Relative energies, unit hartree: one) 0.0000; two) 0.0702


one) C5H7ClO | the ωB97M-V functional and the def2-TZVPD basis

Properties
SMILES   CO[C@@H]1C=C[C@H]1Cl
Total charge   0
Multiplicity   1
E_HOMO   -9.5 eV
Molar mass   118.6 g mol⁻¹

Each line ends with the natural charge from an NBO analysis.
Cartesian coordinates (Å):
C  1.66  1.31  -0.35  -0.244
O  1.32  -0.04  -0.14  -0.532
C  0.18  -0.28  0.55  0.104
C  -0.29  -1.68  0.28  -0.176
C  -1.44  -1.38  -0.22  -0.192
C  -1.33  0.10  -0.21  -0.298
Cl  -2.46  0.88  0.84  -0.023
H  1.90  1.77  0.75  0.158
H  0.76  1.77  -0.79  0.177
H  2.57  1.40  -0.92  0.202
H  0.27  0.02  1.59  0.174
H  0.29  -2.59  0.44  0.215
H  -2.32  -1.89  -0.60  0.212
H  -1.12  0.61  -1.23  0.223


two) C5H7ClO | the ωB97M-V functional and the def2-TZVPD basis

Properties
Total charge   0
Multiplicity   1
E_HOMO   -9.3 eV
Molar mass   118.6 g mol⁻¹

Each line ends with the natural charge from an NBO analysis.
Cartesian coordinates (Å):
C  -1.00  1.58  0.42  -0.386
C  0.58  -1.77  0.38  -0.402
C  -0.63  0.36  0.82  -0.255
C  0.25  -0.56  0.03  -0.041
C  1.44  0.15  -1.34  0.128
O  1.83  1.34  -0.90  -0.717
Cl  2.86  -0.92  -1.21  -0.089
H  -1.29  2.29  1.19  0.202
H  -1.13  1.91  -0.66  0.212
H  1.40  -2.25  -0.12  0.223
H  0.00  -2.36  1.10  0.205
H  -0.76  0.14  1.85  0.212
H  1.10  0.10  -2.41  0.203
H  1.58  1.61  -0.01  0.506


Relative energies, unit hartree: one) 0.0000; two) 0.0209


one) C7H14BrN2Si | the ωB97M-V functional and the def2-TZVPD basis

Properties
Total charge   +1
Multiplicity   1
E_HOMO (spin up / spin down)   -12.8 / -12.6 eV
Molar mass   234.2 g mol⁻¹

Each line ends with the natural charge from an NBO analysis.
Cartesian coordinates (Å):
C  0.50  1.70  0.06  -0.431
C  -0.31  0.58  0.58  0.471
C  1.77  1.63  -0.34  0.403
C  -1.56  1.10  1.22  -0.696
C  2.85  2.35  -1.11  -0.749
C  -1.66  -2.11  -0.69  -0.605
C  -0.91  -1.69  0.64  -0.246
N  -0.01  -0.65  0.34  -0.617
N  2.69  -0.39  0.53  -1.026
Si  1.54  -1.27  -0.39  1.434
Br  4.50  -0.33  0.27  0.335
H  -0.29  2.47  -0.18  0.269
H  -1.25  1.08  2.25  0.275
H  -2.52  0.51  1.11  0.260
H  -1.86  2.05  0.94  0.253
H  2.71  3.46  -0.85  0.278
H  2.81  2.30  -2.18  0.275
H  3.87  2.08  -0.80  0.275
H  -0.91  -2.16  -1.49  0.219
H  -2.24  -3.05  -0.54  0.250
H  -2.36  -1.28  -0.92  0.215
H  -1.55  -1.47  1.57  0.240
H  -0.29  -2.56  0.75  0.220
H  1.98  -2.71  -0.34  -0.127
H  1.35  -1.08  -1.85  -0.176


two) C7H14BrN2Si | the ωB97M-V functional and the def2-TZVPD basis

Properties
SMILES   CC[N+](=[SiH2])/C(C)=C\C(C)=N\Br
Total charge   +1
Multiplicity   1
E_HOMO (spin up / spin down)   -12.5 / -12.5 eV
Molar mass   234.2 g mol⁻¹

Each line ends with the natural charge from an NBO analysis.
Cartesian coordinates (Å):
C  -0.89  -0.70  2.44  -0.626
C  -0.15  -1.43  1.34  -0.217
N  -0.71  -1.09  0.00  -0.783
Si  -1.71  -2.25  -0.78  1.457
C  -0.64  0.19  -0.57  0.180
C  -1.98  0.68  -0.94  -0.665
C  0.44  0.98  -0.73  -0.198
C  1.89  0.90  -0.61  0.222
C  2.65  2.02  -1.19  -0.699
N  2.30  -0.10  0.07  -0.457
Br  4.18  -0.40  0.37  0.183
H  -1.21  0.25  2.22  0.220
H  -1.77  -1.24  2.79  0.216
H  -0.25  -0.63  3.25  0.239
H  0.89  -1.15  1.27  0.272
H  -0.18  -2.46  1.38  0.195
H  -2.00  -1.93  -2.20  -0.121
H  -2.62  -3.03  0.05  -0.108
H  -2.68  0.64  -0.15  0.232
H  -2.49  0.11  -1.77  0.218
H  -2.08  1.68  -1.21  0.254
H  0.06  1.89  -1.14  0.225
H  3.18  1.84  -2.08  0.263
H  3.60  2.30  -0.54  0.259
H  2.17  2.93  -1.26  0.238


Relative energies, unit hartree: one) 0.0223; two) 0.0000


one) C4H6O2S2 | the ωB97M-V functional and the def2-TZVPD basis

Properties
SMILES   C[C@H](C(=O)O)C(=S)S
Total charge   0
Multiplicity   1
E_HOMO   -8.6 eV
Molar mass   150.2 g mol⁻¹

Each line ends with the natural charge from an NBO analysis.
Cartesian coordinates (Å):
C  0.32  1.43  0.45  -0.588
C  0.12  -0.14  0.43  -0.434
C  1.18  -0.79  -0.43  0.794
O  0.95  -1.62  -1.30  -0.574
O  2.48  -0.39  -0.17  -0.687
C  -1.28  -0.23  -0.13  -0.266
S  -2.07  0.96  -0.99  0.013
S  -2.18  -1.69  0.15  0.086
H  1.24  1.65  1.08  0.221
H  -0.47  1.75  1.12  0.220
H  0.32  1.92  -0.50  0.244
H  0.15  -0.66  1.46  0.271
H  2.88  -0.61  -1.23  0.510
H  -3.65  -1.58  0.07  0.190


two) C4H6O2S2 | the ωB97M-V functional and the def2-TZVPD basis

Properties
SMILES   COC(=S)CC(O)=S
Total charge   0
Multiplicity   1
E_HOMO   -8.9 eV
Molar mass   150.2 g mol⁻¹

Each line ends with the natural charge from an NBO analysis.
Cartesian coordinates (Å):
C  0.73  -1.34  -1.97  -0.274
O  0.07  -1.04  -0.75  -0.483
C  -0.50  0.15  -0.69  0.243
S  -0.67  1.21  -1.88  -0.053
C  -0.92  0.44  0.73  -0.591
C  0.13  0.83  1.73  0.291
O  -0.43  0.97  2.90  -0.648
S  1.74  0.97  1.34  -0.122
H  1.24  -2.32  -1.81  0.202
H  1.52  -0.63  -2.19  0.203
H  0.01  -1.31  -2.81  0.205
H  -1.44  -0.43  1.11  0.253
H  -1.68  1.23  0.69  0.263
H  0.21  1.28  3.59  0.511


Relative energies, unit hartree: one) 0.0445; two) 0.0000